A molecular structure, C4H12N2O2, computed with the ωB97M-V functional and the def2-TZVPD basis.

```
20
C4H12N2O2 | OMol25 | the ωB97M-V functional and the def2-TZVPD basis
C -0.949 -0.250 1.757
C 1.576 0.373 0.834
N 0.419 -0.465 0.542
O -0.605 0.596 2.761
H -0.641 1.486 2.361
H 0.716 -1.440 0.551
H -0.986 -1.284 2.091
H -1.946 0.009 1.408
H 2.373 0.236 0.096
H 1.258 1.417 0.849
H 2.023 0.117 1.798
C 0.443 0.605 -2.134
C -0.574 0.048 -1.151
N -0.902 -1.316 -1.424
O -1.530 0.839 -0.790
H -0.904 -1.866 -0.568
H -1.811 -1.407 -1.863
H -0.051 0.873 -3.069
H 1.249 -0.107 -2.321
H 0.842 1.536 -1.727
```

Output
DFT total energy	-11415.1681	eV
E_LUMO	0.6956	eV
gap between HOMO and LUMO	0.3392	hartree
energy above the lowest of the compared OMol25 structures with the same formula, charge and spin	390.6	kJ/mol
charge	0
max |F|	0.08545	Eh/bohr